Arrangement a

Below is a single C6H10O3 molecule, with properties calculated with ωB97M-V with the def2-TZVPD basis set.

Each line ends with the Löwdin charge.
Positions of all 19 atoms, in Å:
O1 1.58278 -0.10591 -1.08367  0.01
O2 -0.78386 0.99015 -2.45464  0.08
O3 -1.49000 0.05070 1.01293  -0.02
C1 -0.53601 -0.72557 1.73742  -0.06
C2 -0.89595 -1.66623 -0.64167  0.00
C3 0.49006 0.52439 -0.40417  -0.46
C4 1.16866 1.45460 0.60279  -0.03
C5 -0.33119 1.38396 -1.38892  -0.14
C6 -0.42298 -0.52916 0.23046  -0.39
H1 1.80743 2.18218 0.08668  0.10
H2 0.44911 2.01082 1.21118  0.09
H3 0.12062 -0.20075 2.41787  0.10
H4 -1.97994 -1.80449 -0.57143  0.10
H5 1.83088 0.88900 1.26890  0.09
H6 -0.65198 -1.51395 -1.69727  0.09
H7 -0.86277 -1.68827 2.11490  0.11
H8 -0.41428 -2.59863 -0.32717  0.09
H9 1.46354 -1.06784 -1.06773  0.10
H10 -0.54413 2.41501 -1.04650  0.14

Results
Molecular weight in g mol⁻¹: 130.14
HOMO-LUMO gap in eV: 10.3
Spin multiplicity: 1

***

Arrangement b

Below is a single C6H10O3 molecule, with properties calculated with ωB97M-V with the def2-TZVPD basis set.

Each line ends with the Löwdin charge.
Positions of all 19 atoms, in Å:
O1 -0.18622 -1.47610 -1.17332  0.07
O2 -0.47421 1.93778 -0.14229  0.01
O3 0.30669 -2.22020 1.34696  0.03
C1 0.20921 -0.34349 -0.98808  -0.34
C2 -1.90470 0.12593 0.45556  0.01
C3 0.51432 0.19674 1.22147  -0.03
C4 -0.47741 0.56710 0.17071  -0.50
C5 0.91446 -1.04316 1.57092  -0.18
C6 1.07691 0.40469 -1.95384  0.01
H1 0.37896 2.32566 0.07724  0.10
H2 -2.60019 0.66006 -0.18738  0.09
H3 -2.09401 -0.93179 0.29429  0.08
H4 -0.15060 -2.20287 0.48086  0.07
H5 1.93536 0.82590 -1.43820  0.09
H6 0.50272 1.22087 -2.38703  0.09
H7 -2.15557 0.33223 1.49168  0.09
H8 1.40331 -0.26108 -2.74746  0.09
H9 1.11217 1.01940 1.58783  0.11
H10 1.68880 -1.13767 2.32007  0.12

Results
Molecular weight in g mol⁻¹: 130.14
HOMO-LUMO gap in eV: 9.4
Spin multiplicity: 1

***

Most stable one: arrangement b, least stable one: arrangement a.